1.
Density functional theory data (wB97M-V/def2-TZVPD) for 2 unconnected molecules or ions with the total composition C3H8O3.

- LUMO (Ha) = 0.0223
- SMILES = CCC(=O)O.O
- frontier orbital gap (eV) = 11.12
- HOMO level (Eh) = -0.386

```
14
Properties=species:S:1:pos:R:3:nbo_charge:R:1
O -0.2487 -1.7590 -1.1258 -0.5408
C 0.4719 -1.0960 -0.4589 0.8163
O 1.1180 -1.4937 0.7525 -0.7745
C 1.0049 0.3138 -0.5467 -0.5046
C 0.9859 1.0479 0.8205 -0.6214
H 0.7151 -2.2339 1.2973 0.4998
H 0.6312 0.8619 -1.3132 0.2262
H 2.1725 0.0619 -0.6651 0.2345
H 1.6075 1.9455 0.9721 0.2149
H 1.2014 0.3412 1.6706 0.2437
H 0.0875 1.6093 0.8758 0.2050
H -3.2854 1.5827 0.4910 0.4592
H -2.4616 2.6860 0.7356 0.4578
O -2.7999 2.1967 0.0040 -0.9160
```


2.
Density functional theory data (wB97M-V/def2-TZVPD) for a molecular structure, C29H25Cl5GeMnN5O3S.

- LUMO (spin up / spin down) (Ha) = 0.0804 / 0.0783
- frontier orbital gap (spin up / spin down) (eV) = 6.45 / 6.44
- charge = -1
- multiplicity = 6
- HOMO level (spin up / spin down) (Eh) = -0.157 / -0.158

```
70
Properties=species:S:1:pos:R:3:nbo_charge:R:1
Mn 0.1592 0.8222 0.4437 1.2692
N 4.2504 6.2968 2.3526 -0.7984
C 3.0842 5.9496 1.7012 0.1914
C 1.8412 6.1433 2.3138 -0.2753
C 0.6829 5.7099 1.7003 -0.1777
C 0.7562 5.0738 0.4673 -0.3285
C 1.9754 4.9096 -0.1726 -0.1485
C 3.1283 5.3634 0.4336 -0.2604
S -0.7072 4.3679 -0.2214 2.3515
O -1.8068 5.2695 -0.0881 -0.9058
O -0.3642 4.0645 -1.6325 -1.0063
N -0.8900 2.9129 0.4523 -0.9747
C -1.3298 2.7733 1.7242 0.5697
N -1.1704 1.5082 2.2094 -0.5986
C -1.7064 1.2392 3.3909 0.1243
C -2.3843 2.1851 4.1350 -0.3666
C -2.3870 3.4715 3.6175 0.1173
N -1.8544 3.7769 2.4471 -0.4936
H 4.1887 6.9033 3.1481 0.3804
H 5.0915 6.3442 1.8086 0.3834
H 1.7932 6.6318 3.2807 0.2011
H -0.2864 5.8540 2.1549 0.2461
H 2.0236 4.4309 -1.1421 0.2527
H 4.0834 5.2375 -0.0626 0.2088
H -1.5621 0.2284 3.7569 0.2044
H -2.8443 1.9425 5.0808 0.2230
H -2.8214 4.3037 4.1638 0.1905
Cl -4.7483 -1.4375 0.3012 -0.0121
C -3.1817 -2.1546 0.0367 -0.0732
C -2.9713 -3.4612 0.5800 -0.3807
C -1.7542 -4.0364 0.9036 0.0814
Cl -1.8608 -5.7242 1.3640 -0.0352
C -0.4774 -3.4485 0.9712 -0.2324
C 0.7099 -4.0564 1.3403 -0.0764
C 1.8649 -3.3013 1.5145 -0.4317
C 1.8083 -1.9014 1.4115 0.1394
N 0.7417 -1.2254 1.0857 -0.6700
C -0.4436 -1.9702 0.7016 -0.0508
C -2.2823 -1.5519 -0.7820 0.1945
O -1.5207 -0.3676 -0.8220 -0.5529
H -3.8516 -4.0589 0.7797 0.2262
H 0.7394 -5.1239 1.5175 0.2189
H 2.7892 -3.7751 1.8141 0.2112
H 2.6872 -1.3065 1.6468 0.2035
C -0.6169 -1.3994 -3.2556 -0.5831
C -0.0422 -2.1094 -2.0172 -0.0845
C 1.4143 -1.6599 -1.8572 -0.6073
C -0.8656 -1.6976 -0.7698 0.1870
C -0.1402 -3.6143 -2.3052 -0.0073
C 0.9907 -4.4166 -2.3942 -0.1615
C 0.8925 -5.7572 -2.7462 -0.2294
C -0.3387 -6.3217 -3.0264 -0.2248
C -1.4749 -5.5273 -2.9573 -0.2082
C -1.3752 -4.1920 -2.6074 -0.2040
H -0.6742 -0.3243 -3.1039 0.2243
H -1.6183 -1.7502 -3.4960 0.2170
H 0.0331 -1.5955 -4.1096 0.2100
H 1.4521 -0.6091 -1.5641 0.2106
H 1.9449 -1.7662 -2.8048 0.2144
H 1.9344 -2.2385 -1.0990 0.2199
H -1.2704 -1.5293 1.2849 0.1826
H 1.9695 -4.0027 -2.1907 0.2088
H 1.7891 -6.3640 -2.7984 0.2032
H -0.4164 -7.3683 -3.2939 0.2041
H -2.4486 -5.9528 -3.1684 0.2071
H -2.2735 -3.5910 -2.5693 0.2243
Cl -1.7667 2.1562 -3.5642 -0.5247
Ge 0.0463 2.1287 -2.2815 0.9861
Cl 1.4791 3.0139 -3.7598 -0.5357
Cl 2.1835 1.6756 0.6274 -0.6679
```


3.
Density functional theory data (wB97M-V/def2-TZVPD) for C3H6N2O2S in the gas phase.

- LUMO (Ha) = 0.0015
- SMILES = CO/C(=N\C=S)NO
- frontier orbital gap (eV) = 8.54
- HOMO level (Eh) = -0.312

```
14
Properties=species:S:1:pos:R:3:nbo_charge:R:1
C 0.6496 -1.8490 -1.4966 -0.3244
C -0.9251 -0.4978 -0.1503 0.7206
C 1.1770 0.4369 0.6433 -0.1704
H 1.4850 -2.6883 -1.1798 0.2279
H 0.9975 -0.6622 -1.5086 0.2434
H 0.2427 -2.2991 -2.6741 0.2101
H -2.7541 -1.0162 -0.4005 0.4030
H -1.7870 1.2746 0.7844 0.5066
H 1.5173 -0.4899 1.2959 0.1906
N -2.1228 -0.4774 0.1455 -0.2822
N -0.0903 0.4576 0.0667 -0.6714
O -0.4571 -1.8189 -0.3683 -0.5422
O -2.7605 0.8677 0.3356 -0.5310
S 2.2576 1.5680 0.5300 0.0194
```


4.
Density functional theory data (wB97M-V/def2-TZVPD) for C7H10 in the gas phase.

- LUMO (Ha) = 0.0327
- SMILES = C=CC(C=C)=CC
- frontier orbital gap (eV) = 9.30
- HOMO level (Eh) = -0.309

```
17
Properties=species:S:1:pos:R:3:nbo_charge:R:1
C 1.5709 -0.4214 -0.0048 -0.1978
C 2.4926 0.4004 -0.5020 -0.3776
C -0.2314 1.1754 0.5160 -0.1364
C 0.1431 -0.0388 0.1002 -0.1059
C -0.8509 -1.0796 -0.2031 -0.2080
C -0.5578 -2.3238 -0.5950 -0.3738
C -1.6635 1.6279 0.6132 -0.6618
H 1.8487 -1.3505 0.4857 0.2027
H 2.1709 1.3998 -0.7766 0.1962
H 3.5185 0.0897 -0.6333 0.2022
H 0.5239 1.8381 0.9194 0.2034
H -1.9035 -0.8246 -0.1813 0.2026
H -1.3273 -2.9297 -1.0475 0.2013
H 0.4439 -2.7141 -0.5018 0.1927
H -1.7466 2.6654 0.9137 0.2210
H -2.1583 1.4979 -0.3576 0.2189
H -2.2734 0.9879 1.2546 0.2203
```


Record order is preserved below.
Energy above the lowest of the compared OMol25 structures with the same formula, charge and spin: 151.5, 222.2, 687.3, 182.2 kJ/mol
Record order is preserved below.
Calculated total energy: -344.79066, -7546.86262, -775.87837, -272.64862 hartree